# C18H20Cl3Si

A cluster of 2 separate species, C18H20Cl3Si in total (ωB97M-V with the def2-TZVPD basis set, the OMol25 dataset).

- HOMO (eV) = -12.22
- Kohn-Sham gap (eV) = 6.64
- net charge = +1
- strongest force on any atom (eV/Å) = 1.57

Positions of all 42 atoms, in Å:
C1 -2.570 1.246 2.210
C2 -2.002 0.058 2.946
C3 -2.860 -0.905 3.340
C4 -0.580 0.054 3.428
Si1 0.698 0.015 2.043
Cl1 2.490 0.060 3.014
Cl2 0.524 -1.688 0.953
Cl3 0.520 1.635 0.827
H1 -1.956 2.153 2.332
H2 -2.640 1.016 1.134
H3 -3.590 1.493 2.561
H4 -2.520 -1.798 3.868
H5 -3.914 -0.885 3.037
H6 -0.327 0.932 4.037
H7 -0.398 -0.859 4.008
C5 -3.486 5.885 3.815
C6 -3.446 4.527 4.432
C7 -2.221 3.942 4.775
C8 -2.178 2.658 5.289
C9 -3.366 1.864 5.423
C10 -3.232 0.478 5.711
C11 -4.284 -0.417 6.062
C12 -3.983 -1.455 6.988
C13 -4.964 -2.344 7.408
C14 -6.264 -2.241 6.893
C15 -6.564 -1.280 5.918
C16 -5.585 -0.387 5.486
C17 -4.599 2.546 5.227
C18 -4.628 3.826 4.689
H8 -4.485 6.118 3.436
H9 -3.213 6.682 4.529
H10 -2.780 5.971 2.975
H11 -1.298 4.514 4.669
H12 -1.239 2.231 5.630
H13 -2.219 0.125 5.890
H14 -2.973 -1.506 7.400
H15 -4.729 -3.090 8.165
H16 -7.042 -2.926 7.240
H17 -7.578 -1.200 5.517
H18 -5.819 0.337 4.699
H19 -5.527 2.069 5.536
H20 -5.588 4.318 4.503

# C2H4NO2

A structure of composition C2H4NO2 (ωB97M-V with the def2-TZVPD basis set, the OMol25 dataset).

- HOMO (eV) = -16.99
- Kohn-Sham gap (eV) = 12.34
- net charge = +1
- strongest force on any atom (eV/Å) = 7.23

Positions of all 9 atoms, in Å:
C1 1.531 0.138 0.012
C2 -0.385 0.038 0.017
N1 -1.629 -0.224 -0.002
O1 0.711 -1.002 0.018
O2 0.425 1.027 -0.001
H1 2.248 0.135 -0.929
H2 2.060 0.364 0.875
H3 -2.047 -1.094 -0.274
H4 -2.232 0.482 0.401

# C2H3BrF2O2

An isolated molecule of C2H3BrF2O2 (ωB97M-V with the def2-TZVPD basis set, the OMol25 dataset).

- HOMO (eV) = -10.87
- Kohn-Sham gap (eV) = 11.15
- net charge = 0
- strongest force on any atom (eV/Å) = 4.60

Positions of all 10 atoms, in Å:
O1 1.674 -0.020 -0.303
C1 0.371 -0.322 -0.339
F1 -0.297 0.128 -1.473
C2 -0.233 0.411 0.875
O2 -1.695 0.069 1.259
F2 -0.114 1.725 0.607
Br1 0.778 0.061 2.623
H1 1.708 0.930 -0.238
H2 0.184 -1.480 -0.189
H3 -1.860 0.528 2.090

# C28H42O9P2ReSe

A structure of composition C28H42O9P2ReSe (ωB97M-V with the def2-TZVPD basis set, the OMol25 dataset).

- multiplicity = 4
- HOMO (spin up / spin down) (eV) = -7.74 / -8.11
- Kohn-Sham gap (spin up / spin down) (eV) = 7.44 / 7.18
- net charge = 0
- strongest force on any atom (eV/Å) = 3.09

Positions of all 83 atoms, in Å:
Re1 2.316 1.640 0.712
C1 -5.428 1.822 1.055
C2 -4.699 1.307 -0.239
C3 -4.791 -0.267 -0.244
C4 -5.450 1.860 -1.491
C5 -3.242 1.708 -0.080
C6 -2.390 1.172 0.868
C7 -1.058 1.511 0.799
Se1 0.120 0.675 2.086
C8 0.370 -1.041 1.296
C9 -0.532 -2.046 1.487
C10 -0.189 -3.382 1.092
C11 1.181 -3.595 0.775
C12 2.073 -2.571 0.545
C13 1.649 -1.249 0.663
O1 2.366 -0.245 0.171
C14 3.539 -2.800 0.384
C15 3.920 -4.275 0.330
C16 4.276 -2.104 1.570
C17 4.115 -2.164 -0.935
C18 -1.165 -4.480 1.055
C19 -0.924 -5.356 -0.199
C20 -0.966 -5.449 2.232
C21 -2.578 -3.969 1.114
C22 -0.451 2.368 -0.154
O2 0.873 2.610 -0.192
C23 -1.385 2.941 -1.088
C24 -2.707 2.603 -1.012
C25 -0.982 3.828 -2.261
C26 -0.333 5.115 -1.849
C27 -2.259 4.167 -3.124
C28 -0.040 3.066 -3.140
H1 -6.468 1.513 1.103
H2 -5.345 2.897 1.130
H3 -4.979 1.489 1.998
H4 -5.818 -0.630 -0.352
H5 -4.446 -0.617 0.730
H6 -4.092 -0.735 -0.948
H7 -6.489 1.548 -1.368
H8 -5.093 1.436 -2.436
H9 -5.469 2.959 -1.532
H10 -2.810 0.556 1.651
H11 -1.509 -1.892 1.931
H12 1.514 -4.624 0.670
H13 3.717 -4.849 1.245
H14 4.980 -4.337 0.110
H15 3.430 -4.788 -0.552
H16 3.919 -2.458 2.564
H17 4.122 -1.043 1.595
H18 5.388 -2.320 1.556
H19 3.442 -2.467 -1.795
H20 5.117 -2.528 -1.098
H21 4.175 -1.098 -0.859
H22 0.084 -5.702 -0.269
H23 -1.171 -4.782 -1.081
H24 -1.586 -6.227 -0.197
H25 0.060 -5.859 2.321
H26 -1.625 -6.353 2.231
H27 -1.158 -5.038 3.254
H28 -2.786 -3.146 0.413
H29 -2.932 -3.663 2.096
H30 -3.260 -4.722 0.829
H31 -3.412 2.991 -1.712
H32 -0.916 5.661 -1.143
H33 -0.150 5.719 -2.766
H34 0.579 4.901 -1.272
H35 -3.020 4.733 -2.546
H36 -2.751 3.254 -3.444
H37 -1.986 4.762 -3.971
H38 0.837 2.731 -2.565
H39 0.337 3.728 -3.912
H40 -0.523 2.133 -3.521
O3 4.479 3.161 3.557
P1 4.253 2.707 2.088
O4 2.859 3.323 1.740
O5 4.078 1.188 1.979
O6 5.291 3.492 1.144
P2 4.968 3.259 -0.592
O7 6.306 2.497 -0.952
O8 4.757 4.503 -1.276
O9 3.828 2.245 -0.580
H41 5.017 3.933 3.608
H42 7.026 3.156 -1.027

# C2H11NO3

A structure of composition C2H11NO3 (ωB97M-V with the def2-TZVPD basis set, the OMol25 dataset).

- multiplicity = 2
- HOMO (spin up / spin down) (eV) = -14.93 / -14.90
- Kohn-Sham gap (spin up / spin down) (eV) = 5.02 / 4.99
- net charge = +1
- strongest force on any atom (eV/Å) = 5.43

Positions of all 17 atoms, in Å:
C1 0.360 1.274 -0.105
N1 -0.967 1.049 0.501
C2 -1.501 -0.330 0.354
O1 -0.225 -0.552 -2.097
H1 1.067 0.516 0.133
H2 0.627 2.275 0.224
H3 0.318 1.197 -1.203
H4 -0.871 1.103 1.526
H5 -1.997 -0.614 1.280
H6 -2.078 -0.448 -0.556
H7 -0.611 -1.030 0.354
H8 -0.654 -1.159 -2.714
H9 2.462 -1.614 -1.171
O2 1.871 -0.892 -1.044
H10 0.852 -1.018 -1.561
H11 0.887 -0.257 3.134
O3 0.055 -0.050 2.585

# C30H46GaO2P2

A structure of composition C30H46GaO2P2 (ωB97M-V with the def2-TZVPD basis set, the OMol25 dataset).

- HOMO (eV) = -10.34
- Kohn-Sham gap (eV) = 4.64
- net charge = +1
- strongest force on any atom (eV/Å) = 3.07

Positions of all 81 atoms, in Å:
Ga1 -1.624 -0.039 -1.338
C1 1.934 2.561 1.541
C2 1.271 1.841 2.574
C3 3.237 0.752 2.100
C4 3.149 1.883 1.248
C5 2.074 0.719 2.912
C6 1.484 3.832 0.939
H1 0.389 3.910 0.936
H2 1.844 3.918 -0.095
H3 1.875 4.702 1.495
C7 4.156 2.277 0.246
H4 3.953 3.282 -0.135
H5 4.161 1.584 -0.608
H6 5.164 2.269 0.682
C8 4.361 -0.197 2.176
H7 5.027 0.031 3.023
H8 4.960 -0.162 1.261
H9 3.999 -1.223 2.311
C9 1.782 -0.282 3.956
H10 2.340 -0.070 4.882
H11 2.072 -1.287 3.620
H12 0.714 -0.293 4.203
C10 0.002 2.215 3.233
H13 0.182 2.726 4.194
H14 -0.605 1.322 3.445
H15 -0.587 2.893 2.601
C11 -2.619 0.212 -2.898
C12 -3.293 1.547 -2.638
C13 -4.316 1.567 -1.461
C14 -4.316 0.428 -0.419
C15 -3.003 -0.334 -0.122
C16 -3.173 -1.824 -0.441
C17 -3.645 -2.097 -1.939
C18 -3.611 -0.967 -3.014
H16 -5.330 1.560 -1.913
H17 -5.095 -0.291 -0.705
H18 -4.241 2.526 -0.924
H19 -4.631 -0.594 -3.173
H20 -1.977 0.242 -3.784
H21 -3.867 1.813 -3.559
H22 -3.363 -1.476 -3.959
H23 -3.064 -2.950 -2.326
H24 -4.085 -2.107 0.122
H25 -4.708 -2.421 -1.874
H26 -4.665 0.842 0.538
H27 -2.685 -0.200 0.919
P1 -2.368 3.347 -2.783
C19 -0.824 2.729 -3.583
C20 -1.702 3.348 -1.046
P2 -2.370 -4.018 1.597
C21 -2.086 -2.846 0.088
C22 -1.678 -2.863 2.875
C23 -0.754 -4.886 1.330
H28 -0.212 2.082 -2.937
H29 -0.236 3.614 -3.854
H30 -1.073 2.182 -4.502
H31 -2.494 3.181 -0.304
H32 -1.261 4.338 -0.856
H33 -0.921 2.588 -0.867
H34 -0.790 -5.513 0.434
H35 -0.536 -5.520 2.204
H36 0.031 -4.127 1.221
H37 -1.890 -3.579 -0.714
H38 -1.141 -2.318 0.306
H39 -0.620 -3.102 3.037
H40 -2.218 -3.002 3.821
H41 -1.779 -1.818 2.551
O1 0.321 -0.238 -1.696
C24 0.983 -0.761 -0.678
O2 0.493 -0.906 0.457
C25 2.398 -1.149 -0.982
C26 3.011 -2.215 -0.305
C27 4.355 -2.510 -0.541
C28 5.095 -1.724 -1.432
C29 4.470 -0.701 -2.153
C30 3.118 -0.430 -1.942
H42 2.417 -2.800 0.397
H43 4.833 -3.339 -0.008
H44 6.165 -1.908 -1.566
H45 5.038 -0.104 -2.872
H46 2.598 0.332 -2.524

# CH9N2O

A cluster of 2 separate species, CH9N2O in total (ωB97M-V with the def2-TZVPD basis set, the OMol25 dataset).

- HOMO (eV) = -15.55
- Kohn-Sham gap (eV) = 12.14
- net charge = +1
- strongest force on any atom (eV/Å) = 1.97

Positions of all 13 atoms, in Å:
N1 -0.414 -2.460 -0.081
H1 0.605 -2.509 -0.191
H2 -0.707 -3.347 -0.435
H3 -0.160 -0.580 -0.214
H4 -0.493 -2.501 0.940
N2 -0.354 0.424 -0.400
C1 0.560 1.395 0.301
O1 0.296 2.636 -0.252
H5 -0.314 0.597 -1.411
H6 -1.322 0.564 -0.111
H7 1.588 1.070 0.154
H8 0.210 1.385 1.335
H9 0.504 3.326 0.365

# C50H45N5O3S2Sr

A structure of composition C50H45N5O3S2Sr (ωB97M-V with the def2-TZVPD basis set, the OMol25 dataset).

- HOMO (eV) = -1.68
- Kohn-Sham gap (eV) = 5.24
- net charge = -2
- strongest force on any atom (eV/Å) = 0.67

Positions of all 106 atoms, in Å:
Sr1 0.846 1.017 0.394
O1 2.713 -5.718 -2.114
C1 2.650 -4.706 -2.837
O2 2.744 -4.596 -4.072
C2 2.507 -3.369 -2.067
C3 2.414 -3.362 -0.681
C4 2.285 -2.151 -0.022
N1 2.258 -0.984 -0.668
C5 2.358 -0.975 -1.995
C6 2.482 -2.151 -2.729
C7 2.380 0.381 -2.625
C8 2.031 0.567 -3.954
C9 2.124 1.842 -4.488
C10 2.569 2.879 -3.691
C11 2.873 2.603 -2.362
N2 2.778 1.385 -1.833
C12 2.199 -2.046 1.469
C13 2.132 -3.169 2.293
C14 2.138 -2.992 3.663
C15 2.200 -1.708 4.184
C16 2.221 -0.648 3.293
N3 2.221 -0.811 1.976
H1 2.451 -4.318 -0.180
H2 2.579 -2.157 -3.806
H3 1.668 -0.262 -4.544
H4 1.835 2.026 -5.516
H5 2.637 3.894 -4.061
H6 3.172 3.397 -1.691
H7 2.075 -4.158 1.864
H8 2.093 -3.852 4.321
H9 2.208 -1.527 5.250
H10 2.220 0.380 3.639
S1 0.200 4.483 4.081
C17 -1.389 4.064 3.609
C18 -1.391 3.164 2.586
C19 -0.099 2.742 2.114
C20 0.850 3.394 2.857
C21 2.299 3.309 2.673
C22 3.208 4.046 3.446
C23 4.559 3.937 3.200
C24 5.006 3.094 2.190
C25 4.049 2.390 1.480
N4 2.745 2.483 1.710
H11 -2.235 4.521 4.100
H12 -2.323 2.816 2.154
H13 2.841 4.707 4.220
H14 5.265 4.514 3.788
H15 6.055 2.989 1.953
H16 4.328 1.716 0.677
S2 0.982 4.694 -0.650
C26 1.091 5.321 -2.265
C27 2.125 6.190 -2.667
C28 2.248 6.642 -3.970
C29 1.341 6.254 -4.950
C30 0.300 5.406 -4.579
C31 0.180 4.954 -3.277
H17 2.848 6.491 -1.916
H18 3.070 7.303 -4.228
H19 1.437 6.605 -5.970
H20 -0.424 5.083 -5.319
H21 -0.627 4.283 -3.013
C32 -5.351 -4.984 3.552
C33 -4.504 -3.796 3.182
C34 -4.815 -3.013 2.080
C35 -4.033 -1.923 1.714
C36 -4.440 -1.139 0.494
C37 -2.888 -1.625 2.473
C38 -2.021 -0.521 1.973
O3 -0.863 -0.329 2.286
C39 -2.573 -2.387 3.611
C40 -1.423 -2.085 4.536
C41 -3.392 -3.458 3.940
H22 -6.139 -5.148 2.818
H23 -5.819 -4.843 4.528
H24 -4.746 -5.891 3.607
H25 -5.683 -3.258 1.479
H26 -5.412 -1.487 0.147
H27 -3.734 -1.262 -0.327
H28 -4.519 -0.070 0.689
H29 -2.482 0.143 1.225
H30 -0.679 -1.439 4.089
H31 -0.941 -3.015 4.840
H32 -1.803 -1.601 5.439
H33 -3.143 -4.050 4.816
C42 -1.361 -3.528 -2.831
N5 -1.928 -3.217 -1.527
C43 -1.672 -4.311 -0.612
C44 -1.366 -1.979 -1.000
C45 -1.813 -0.696 -1.675
C46 -2.912 -0.715 -2.530
C47 -3.287 0.438 -3.211
C48 -2.554 1.599 -3.021
C49 -1.484 1.598 -2.127
C50 -1.065 0.470 -1.404
H34 -1.889 -4.376 -3.272
H35 -0.293 -3.789 -2.765
H36 -1.462 -2.671 -3.495
H37 -2.159 -5.220 -0.973
H38 -2.077 -4.073 0.375
H39 -0.596 -4.528 -0.505
H40 -0.263 -2.009 -1.030
H41 -1.630 -1.949 0.066
H42 -3.467 -1.637 -2.676
H43 -4.136 0.421 -3.888
H44 -2.816 2.504 -3.561
H45 -0.961 2.540 -1.974

# C4H5NO2

An isolated molecule of C4H5NO2 (ωB97M-V with the def2-TZVPD basis set, the OMol25 dataset).

- HOMO (eV) = -8.39
- Kohn-Sham gap (eV) = 9.12
- net charge = 0
- strongest force on any atom (eV/Å) = 2.96

Positions of all 12 atoms, in Å:
C1 1.171 0.465 -1.209
C2 0.155 0.010 -0.223
C3 -0.706 -1.017 -0.315
O1 -1.723 -0.941 0.630
C4 -1.142 -0.259 1.609
O2 -1.467 -0.348 2.742
N1 -0.069 0.604 1.000
H1 0.843 1.370 -1.715
H2 2.140 0.677 -0.770
H3 1.327 -0.283 -1.977
H4 -0.856 -1.801 -1.016
H5 0.320 1.522 1.249

# C5H5ClN2O

A cluster of 2 separate species, C5H5ClN2O in total (ωB97M-V with the def2-TZVPD basis set, the OMol25 dataset).

- HOMO (spin up / spin down) (eV) = -6.65 / -5.34
- Kohn-Sham gap (spin up / spin down) (eV) = 5.70 / 3.66
- net charge = 0
- strongest force on any atom (eV/Å) = 3.87

Positions of all 14 atoms, in Å:
C1 0.451 0.589 1.526
C2 1.742 0.536 1.889
C3 1.443 -1.282 0.743
C4 0.250 -0.546 0.707
C5 -0.887 -0.791 0.020
N1 -1.933 -1.093 -0.438
N2 -1.003 1.177 -2.925
O1 2.273 -0.558 1.429
Cl1 -2.628 0.819 -2.567
H1 -0.530 1.110 1.750
H2 2.499 1.195 2.381
H3 1.720 -2.325 0.508
H4 -2.325 -0.794 -1.356
H5 -1.073 1.962 -3.667

# C5H3N

A structure of composition C5H3N (ωB97M-V with the def2-TZVPD basis set, the OMol25 dataset).

- HOMO (spin up / spin down) (eV) = -8.68 / -8.68
- Kohn-Sham gap (spin up / spin down) (eV) = 7.33 / 7.33
- net charge = 0
- strongest force on any atom (eV/Å) = 3.52

Positions of all 9 atoms, in Å:
C1 0.929 0.908 -0.315
C2 1.177 -0.471 -0.340
C3 -0.317 1.099 0.194
C4 0.044 -0.773 0.311
C5 -1.225 0.026 0.130
N1 -2.427 -0.061 -0.142
H1 2.611 1.420 0.779
H2 2.006 -1.133 -0.338
H3 -2.798 -1.014 -0.280

# C6H14NO

An isolated molecule of C6H14NO (ωB97M-V with the def2-TZVPD basis set, the OMol25 dataset).

- multiplicity = 2
- HOMO (spin up / spin down) (eV) = -8.82 / -8.81
- Kohn-Sham gap (spin up / spin down) (eV) = 9.89 / 7.37
- net charge = 0
- strongest force on any atom (eV/Å) = 1.76

Positions of all 22 atoms, in Å:
C1 -1.214 0.088 -0.341
C2 -1.371 -0.189 -1.865
C3 -0.704 0.872 -2.788
O1 0.612 0.740 -3.037
C4 0.040 0.880 0.040
N1 0.663 0.615 1.337
C5 1.219 -0.752 1.385
C6 1.600 -1.113 2.815
H1 -2.114 0.655 -0.106
H2 -1.385 -0.866 0.163
H3 -2.421 -0.083 -2.096
H4 -0.915 -1.135 -2.146
H5 -0.860 1.896 -2.397
H6 -1.307 0.849 -3.687
H7 0.814 0.787 -0.676
H8 -0.267 1.931 0.009
H9 -0.043 0.693 2.062
H10 0.435 -1.458 1.093
H11 2.067 -0.772 0.705
H12 1.978 -0.252 3.367
H13 2.406 -1.852 2.783
H14 0.768 -1.533 3.380

> Which value of net charge does entry 3 give?

0